# 1
Computed, not measured: a structure of composition C18H14IrO3PSSe3Te, with the ωB97M-V functional and the def2-TZVPD basis.

Properties
lowest unoccupied orbital energy (alpha / beta) = -4.3 / -6.1 eV
maximum force = 0.4 eV/Å
orbital gap (alpha / beta) = 6.27 / 6.19 eV
total charge = +1
ΔE to the lowest compared entry with this formula, charge and spin = 0.2 kcal/mol
M = 898.05 g mol⁻¹
spin multiplicity = 6
<S²> = 8.774

XYZ file:
```
42
Properties=species:S:1:pos:R:3:forces:R:3:mulliken_charge:R:1
Ir 0.960 2.084 -1.819 0.061 -0.263 0.011 1.62
O -1.247 2.737 -1.668 -0.164 0.126 0.144 -0.66
S -1.080 3.371 -0.330 0.015 0.137 -0.348 1.31
O -1.749 4.608 -0.134 0.002 -0.062 0.161 -0.66
O 0.421 3.422 -0.147 0.067 -0.013 -0.236 -0.73
C -1.692 2.163 0.796 0.031 -0.190 0.095 0.70
C -2.765 2.516 1.600 0.138 -0.034 -0.020 -0.56
C -3.314 1.565 2.449 -0.034 -0.068 0.054 -0.59
C -2.792 0.281 2.487 -0.058 0.026 0.047 -0.79
C -1.717 -0.064 1.677 0.015 -0.032 0.059 -0.14
C -1.153 0.866 0.814 -0.056 0.215 -0.042 -0.31
P 0.289 0.351 -0.185 -0.238 0.040 -0.222 -0.23
C 1.523 -0.127 1.039 0.064 0.010 -0.086 0.84
C 1.648 -1.428 1.519 0.007 -0.020 0.038 -0.14
C 2.576 -1.707 2.511 -0.007 0.000 -0.016 -0.79
C 3.376 -0.694 3.023 -0.011 -0.004 -0.007 -0.50
C 3.251 0.604 2.547 -0.004 0.009 -0.008 -0.72
C 2.328 0.890 1.554 0.029 0.031 -0.016 -0.43
C -0.222 -1.112 -1.114 0.009 0.008 -0.020 0.63
C -1.562 -1.305 -1.446 -0.092 0.002 -0.026 -0.59
C -1.925 -2.344 -2.293 -0.018 0.039 0.018 -0.71
C -0.957 -3.187 -2.819 0.025 -0.029 -0.022 -0.52
C 0.383 -2.988 -2.504 0.000 0.013 0.040 -0.87
C 0.752 -1.951 -1.660 -0.014 -0.047 0.047 -0.51
H -3.153 3.526 1.554 0.025 -0.063 -0.006 0.57
H -4.151 1.831 3.084 0.061 -0.018 -0.045 0.41
H -3.218 -0.458 3.154 0.027 0.039 -0.045 0.43
H -1.310 -1.068 1.726 -0.029 0.019 0.006 0.39
H 1.025 -2.224 1.127 0.009 0.019 -0.016 0.39
H 2.674 -2.718 2.886 0.002 0.019 -0.008 0.43
H 4.099 -0.917 3.797 -0.011 0.003 -0.010 0.41
H 3.871 1.395 2.950 -0.012 -0.017 -0.009 0.44
H 2.221 1.908 1.188 0.004 -0.041 0.026 0.38
H -2.323 -0.645 -1.044 0.029 -0.040 -0.034 0.44
H -2.969 -2.496 -2.538 0.032 0.011 0.012 0.45
H -1.245 -4.003 -3.470 0.015 0.033 0.031 0.42
H 1.140 -3.648 -2.909 -0.011 0.014 0.018 0.45
H 1.799 -1.800 -1.419 -0.020 -0.020 0.020 0.64
Se 3.129 1.072 -2.479 -0.029 0.229 0.175 0.01
Se 2.814 -0.369 -4.181 -0.068 -0.040 -0.085 -0.02
Te 0.382 -0.079 -5.042 0.084 0.183 0.110 0.31
Se -0.116 2.144 -4.282 0.128 -0.223 0.215 -0.17
```
Positions in Å, forces in eV/Å.

# 2
Computed, not measured: a structure of composition C18H14N4O2RhS at a distorted geometry, with the ωB97M-V functional and the def2-TZVPD basis.

Properties
lowest unoccupied orbital energy = -4.9 eV
maximum force = 3.1 eV/Å
orbital gap = 6.09 eV
total charge = +1
M = 453.31 g mol⁻¹
spin multiplicity = 1

XYZ file:
```
40
Properties=species:S:1:pos:R:3:forces:R:3:mulliken_charge:R:1
Rh 0.560 0.147 -1.300 -1.963 -1.297 1.952 -0.02
O -1.703 4.109 -1.563 0.045 -0.053 -0.017 -0.67
C -2.294 3.916 -0.373 0.064 -0.084 0.024 0.40
C -3.363 4.754 -0.056 -0.028 0.069 -0.068 -0.74
C -4.024 4.614 1.142 0.033 0.039 -0.008 -0.29
C -3.649 3.629 2.062 -0.074 0.012 0.029 -0.82
C -2.597 2.803 1.766 0.099 -0.013 -0.052 -0.34
C -1.894 2.932 0.552 -0.049 0.082 -0.125 0.23
C -0.818 2.013 0.248 0.068 0.090 0.378 1.50
O -0.239 2.032 -0.904 0.602 0.019 -0.787 -0.91
N -0.417 1.159 1.181 -0.327 -0.046 0.535 -1.24
N 0.497 0.349 0.702 0.371 -0.543 -1.676 0.97
C 1.365 -0.312 1.383 -0.037 -0.083 0.394 -0.62
C 2.443 -0.927 0.646 0.050 -0.094 0.022 1.19
C 3.384 -1.772 1.215 0.022 -0.073 0.086 -0.91
C 4.441 -2.212 0.439 -0.015 0.001 0.002 -0.21
C 4.534 -1.792 -0.881 -0.016 -0.010 0.032 -0.59
C 3.535 -0.982 -1.390 0.062 -0.008 0.015 -0.30
N 2.511 -0.565 -0.644 0.540 0.752 -0.662 -0.18
H -1.003 3.443 -1.689 -0.118 0.105 0.068 0.36
H -3.647 5.499 -0.787 -0.024 0.027 0.049 0.45
H -4.845 5.280 1.375 -0.018 -0.024 -0.029 0.39
H -4.191 3.514 2.989 0.022 0.020 0.012 0.40
H -2.295 2.029 2.456 0.022 0.001 0.007 0.44
H 1.354 -0.295 2.466 -0.158 0.113 -0.012 0.48
H 3.276 -2.072 2.249 0.041 0.016 -0.002 0.43
H 5.186 -2.875 0.859 0.018 0.036 0.008 0.47
H 5.369 -2.079 -1.505 -0.033 -0.029 -0.025 0.40
H 3.552 -0.654 -2.421 -0.013 0.030 0.007 0.39
S -1.739 -0.428 -1.477 0.763 0.557 -0.216 -0.22
C -1.043 -1.992 -1.182 -0.336 -0.195 -0.102 0.82
C -1.703 -3.110 -0.683 0.028 -0.103 -0.005 -0.72
C -0.970 -4.263 -0.496 -0.015 0.028 -0.010 -0.12
C 0.391 -4.279 -0.812 -0.041 -0.026 -0.055 -0.85
C 0.972 -3.131 -1.291 0.167 -0.004 -0.003 -0.04
N 0.263 -2.006 -1.467 0.246 0.643 0.181 -0.25
H -2.754 -3.048 -0.442 0.009 -0.007 0.005 0.42
H -1.448 -5.151 -0.104 0.007 0.000 -0.006 0.43
H 0.987 -5.172 -0.692 -0.021 -0.016 -0.038 0.40
H 2.017 -3.106 -1.574 0.006 0.067 0.094 0.47
```
Positions in Å, forces in eV/Å.

# 3
Computed, not measured: an isolated molecule of C18H15ClF3N3O4S, with the ωB97M-V functional and the def2-TZVPD basis.

Properties
lowest unoccupied orbital energy = -0.2 eV
maximum force = 0.9 eV/Å
orbital gap = 8.55 eV
total charge = 0
structure (SMILES) = O=C1N[C@](NS(=O)(=O)c2ccc(Cl)cc2)(C(F)(F)F)C(=O)N1CCc1ccccc1
M = 461.85 g mol⁻¹
spin multiplicity = 1

XYZ file:
```
45
Properties=species:S:1:pos:R:3:forces:R:3:mulliken_charge:R:1
O 3.457 0.293 -1.165 0.293 -0.208 -0.204 -0.59
C 2.507 0.762 -0.616 0.038 0.464 0.025 0.16
N 1.414 1.355 -1.202 -0.256 0.098 -0.154 -0.14
C 0.472 1.834 -0.249 0.318 0.411 0.142 0.63
N -0.860 1.291 -0.404 -0.151 -0.847 -0.269 -0.48
S -0.836 -0.421 -0.413 -0.418 0.796 0.052 1.83
O -0.390 -0.815 -1.708 -0.277 -0.196 -0.392 -0.79
O -0.084 -0.863 0.725 -0.313 -0.268 0.288 -0.57
C -2.567 -0.756 -0.196 0.565 0.151 -0.018 -0.33
C -3.380 -0.857 -1.309 -0.004 -0.008 -0.098 -0.28
C -4.734 -1.081 -1.138 0.001 -0.013 0.096 -0.82
C -5.247 -1.199 0.149 0.405 0.067 -0.038 0.46
Cl -6.929 -1.477 0.366 -0.235 -0.039 0.029 -0.19
C -4.423 -1.100 1.265 -0.052 0.006 -0.103 -0.87
C -3.069 -0.875 1.086 0.023 -0.031 0.109 -0.12
C 0.365 3.374 -0.343 -0.005 0.379 -0.107 0.64
F -0.014 3.768 -1.562 -0.042 -0.243 -0.233 -0.28
F -0.523 3.873 0.519 -0.254 -0.172 0.253 -0.27
F 1.538 3.960 -0.091 0.190 -0.247 0.099 -0.27
C 1.152 1.450 1.100 -0.095 0.421 -0.160 0.10
O 0.691 1.665 2.188 -0.081 -0.011 0.127 -0.68
N 2.338 0.895 0.771 0.303 -0.166 0.042 0.29
C 3.260 0.338 1.741 0.049 -0.134 0.206 -1.00
C 2.986 -1.151 1.993 0.093 0.180 -0.099 -0.91
C 3.506 -2.007 0.870 -0.090 -0.151 0.128 0.33
C 4.866 -2.272 0.770 -0.062 -0.013 -0.004 -0.33
C 5.360 -3.028 -0.277 0.115 0.027 0.013 -0.65
C 4.497 -3.528 -1.237 -0.006 -0.060 -0.119 -0.41
C 3.141 -3.272 -1.142 -0.016 -0.035 -0.070 -0.79
C 2.647 -2.517 -0.093 0.009 -0.048 0.066 0.06
H 1.165 1.165 -2.161 0.108 0.000 0.069 0.35
H -1.459 1.628 0.342 -0.144 -0.001 0.180 0.42
H -2.938 -0.768 -2.288 -0.039 0.006 -0.180 0.48
H -5.391 -1.166 -1.989 -0.057 -0.012 -0.059 0.43
H -4.839 -1.199 2.254 -0.042 -0.015 0.070 0.42
H -2.394 -0.803 1.925 0.016 -0.004 0.172 0.48
H 3.124 0.912 2.661 0.070 -0.005 -0.113 0.49
H 4.269 0.481 1.349 -0.064 0.042 0.110 0.51
H 1.909 -1.290 2.104 0.070 -0.021 0.141 0.23
H 3.477 -1.429 2.928 -0.048 -0.007 0.024 0.50
H 5.543 -1.881 1.517 0.081 0.038 0.090 0.41
H 6.420 -3.225 -0.346 0.079 -0.021 -0.003 0.38
H 4.883 -4.115 -2.059 0.028 -0.049 -0.059 0.38
H 2.462 -3.654 -1.891 -0.053 -0.041 -0.072 0.41
H 1.590 -2.311 -0.026 -0.051 -0.019 0.024 0.39
```
Positions in Å, forces in eV/Å.

# 4
Computed, not measured: an isolated molecule of C18H15ClF6N2O2, with the ωB97M-V functional and the def2-TZVPD basis.

Properties
lowest unoccupied orbital energy = 0.4 eV
maximum force = 0.6 eV/Å
orbital gap = 9.27 eV
total charge = 0
structure (SMILES) = O=C(Nc1cccc(C(F)(F)F)c1)N(Cc1ccc(Cl)cc1)C[C@H](O)C(F)(F)F
M = 440.77 g mol⁻¹
spin multiplicity = 1

XYZ file:
```
44
Properties=species:S:1:pos:R:3:forces:R:3:mulliken_charge:R:1
O 0.407 2.692 0.017 -0.169 0.397 -0.244 -0.71
C 0.319 1.555 0.423 0.104 -0.263 0.246 0.70
N -0.836 0.808 0.415 0.239 -0.364 0.197 0.19
C -2.097 1.201 -0.021 -0.524 0.152 -0.161 0.72
C -2.421 2.516 -0.354 0.156 0.126 0.004 -0.73
C -3.704 2.832 -0.756 -0.076 -0.144 0.006 -0.70
C -4.690 1.862 -0.833 -0.039 -0.177 0.019 -0.75
C -4.365 0.556 -0.499 -0.016 0.054 0.005 -0.14
C -5.386 -0.542 -0.574 -0.172 -0.324 -0.018 0.97
F -5.433 -1.271 0.559 0.135 0.043 0.171 -0.26
F -5.115 -1.421 -1.560 0.166 0.028 -0.125 -0.25
F -6.631 -0.103 -0.793 -0.064 0.283 -0.041 -0.29
C -3.082 0.219 -0.098 -0.026 0.206 -0.058 -0.45
N 1.407 0.886 0.946 0.038 -0.090 0.038 0.40
C 1.313 -0.330 1.725 -0.107 -0.025 0.061 -2.23
C 1.234 -1.620 0.933 0.007 -0.045 -0.013 1.04
C 1.324 -2.826 1.622 -0.053 0.072 -0.137 -0.73
C 1.249 -4.033 0.955 -0.004 -0.040 -0.041 -0.75
C 1.083 -4.041 -0.422 0.007 0.279 0.067 0.29
Cl 0.992 -5.545 -1.264 -0.011 -0.173 -0.095 -0.21
C 0.992 -2.851 -1.125 -0.006 -0.217 0.014 -1.20
C 1.065 -1.647 -0.445 0.040 0.018 0.160 0.51
C 2.680 1.563 0.917 0.316 0.122 -0.185 -1.19
C 3.728 0.841 0.039 -0.493 0.099 -0.142 0.12
O 5.034 1.118 0.447 0.366 0.174 0.062 -0.60
C 3.559 1.231 -1.438 0.227 -0.301 0.020 0.74
F 4.367 0.526 -2.238 0.165 -0.151 0.044 -0.30
F 3.865 2.525 -1.625 0.048 0.289 0.113 -0.28
F 2.315 1.046 -1.890 -0.309 -0.013 0.095 -0.21
H -0.752 -0.180 0.603 0.035 0.120 -0.030 -0.09
H -1.659 3.275 -0.303 -0.002 0.016 0.005 0.54
H -3.941 3.853 -1.013 0.002 0.109 -0.018 0.39
H -5.692 2.111 -1.145 -0.079 0.011 -0.017 0.47
H -2.852 -0.807 0.154 0.041 -0.113 0.045 0.41
H 2.199 -0.377 2.365 -0.114 0.043 -0.010 0.61
H 0.445 -0.267 2.397 0.142 -0.005 -0.022 0.59
H 1.455 -2.817 2.694 0.026 -0.025 0.148 0.44
H 1.322 -4.963 1.496 0.008 -0.112 0.026 0.44
H 0.864 -2.861 -2.196 -0.013 -0.045 -0.116 0.44
H 0.997 -0.728 -1.006 0.023 0.102 -0.037 0.53
H 2.500 2.575 0.541 0.119 -0.156 0.142 0.54
H 3.100 1.629 1.927 -0.026 -0.024 -0.113 0.33
H 3.608 -0.246 0.112 -0.033 0.159 -0.071 0.25
H 5.231 2.055 0.310 -0.072 -0.093 0.004 0.40
```
Positions in Å, forces in eV/Å.

# 5
Computed, not measured: an isolated molecule of C18H15ClN2O2S2, with the ωB97M-V functional and the def2-TZVPD basis.

Properties
lowest unoccupied orbital energy = 0.4 eV
maximum force = 0.8 eV/Å
orbital gap = 9.21 eV
total charge = 0
structure (SMILES) = Cc1c(Cl)cccc1N/C(=N/S(=O)(=O)c1cccs1)c1ccccc1
ΔE to the lowest compared entry with this formula, charge and spin = 6.2 kcal/mol
M = 390.92 g mol⁻¹
spin multiplicity = 1

XYZ file:
```
40
Properties=species:S:1:pos:R:3:forces:R:3:mulliken_charge:R:1
C -3.739 -1.562 0.514 -0.053 0.115 -0.015 -1.64
C -3.668 -0.129 0.069 -0.034 -0.047 0.026 0.12
C -4.801 0.676 0.013 0.296 0.155 -0.096 0.69
Cl -6.352 0.045 0.462 -0.229 -0.030 0.046 -0.26
C -4.746 1.999 -0.398 0.008 0.068 -0.020 -0.72
C -3.530 2.542 -0.767 -0.179 -0.165 0.083 -0.72
C -2.380 1.776 -0.725 0.165 0.013 -0.052 -0.79
C -2.445 0.450 -0.312 -0.510 0.555 -0.071 0.75
N -1.307 -0.361 -0.262 -0.010 -0.468 0.105 0.09
C -0.018 -0.075 -0.543 0.345 -0.504 0.080 0.48
N 0.376 1.098 -0.880 0.278 0.748 -0.167 -0.72
S 1.913 1.378 -1.421 -0.090 0.163 0.041 1.26
O 1.869 2.639 -2.093 -0.143 0.022 0.163 -0.72
O 2.442 0.245 -2.130 0.172 0.050 0.138 -0.65
C 2.864 1.585 0.062 -0.018 -0.291 -0.516 0.06
C 2.572 2.336 1.157 -0.142 0.004 -0.192 -0.16
C 3.582 2.257 2.142 0.021 -0.056 0.003 -0.56
C 4.609 1.450 1.762 -0.027 -0.220 -0.494 -0.50
S 4.367 0.773 0.196 -0.009 0.287 0.447 -0.07
C 0.891 -1.240 -0.399 0.079 -0.548 0.127 -0.37
C 0.888 -2.254 -1.349 -0.060 0.039 0.084 -0.10
C 1.774 -3.310 -1.232 -0.079 -0.044 -0.066 -0.71
C 2.651 -3.368 -0.161 0.061 0.006 0.036 -0.42
C 2.637 -2.372 0.799 -0.006 -0.048 0.023 -0.79
C 1.761 -1.307 0.683 -0.226 0.011 0.055 -0.02
H -3.428 -2.235 -0.286 0.045 -0.113 -0.024 0.37
H -4.759 -1.819 0.785 0.099 -0.097 0.010 0.41
H -3.108 -1.732 1.387 0.060 -0.080 0.056 0.38
H -5.649 2.588 -0.427 -0.089 0.025 0.007 0.43
H -3.477 3.569 -1.091 0.015 0.102 -0.035 0.41
H -1.426 2.183 -1.013 -0.096 0.090 -0.008 0.61
H -1.481 -1.320 0.006 0.205 0.171 -0.037 0.25
H 1.671 2.915 1.242 -0.188 0.130 0.031 0.49
H 3.541 2.776 3.082 0.027 0.071 0.165 0.41
H 5.500 1.218 2.309 0.207 -0.039 0.121 0.43
H 0.216 -2.194 -2.192 -0.045 0.006 -0.114 0.46
H 1.784 -4.086 -1.983 0.005 -0.058 -0.068 0.40
H 3.346 -4.189 -0.077 0.053 -0.077 0.006 0.41
H 3.316 -2.416 1.638 0.048 -0.007 0.074 0.44
H 1.743 -0.529 1.432 0.046 0.061 0.048 0.56
```
Positions in Å, forces in eV/Å.